This record from the OMol25 dataset describes a single C2H3N3O2 molecule in a non-equilibrium geometry. The level of theory is ωB97M-V/def2-TZVPD.

Values from the calculation:
LUMO level, eV: 0.14
E_HOMO, hartree: -0.30090
Orbital gap, eV: 8.3
SMILES: Oc1nn[nH]c1O

Positions of all 10 atoms, in Å:
O (1.993, 0.528, 0.227)
C (0.814, 0.024, -0.015)
N (0.560, -1.319, -0.239)
N (-0.679, -1.595, 0.025)
N (-1.345, -0.426, 0.170)
C (-0.498, 0.539, -0.051)
O (-0.995, 1.748, -0.163)
H (2.811, -0.080, -0.415)
H (-2.331, -0.460, 0.499)
H (-0.122, 2.330, 0.113)

=====

This record from the OMol25 dataset describes a single C5H11P molecule in a non-equilibrium geometry. The level of theory is ωB97M-V/def2-TZVPD.

Values from the calculation:
LUMO level (spin up / spin down), eV: -0.36 / 0.16
E_HOMO (spin up / spin down), hartree: -0.29549 / -0.29260
Orbital gap (spin up / spin down), eV: 7.7 / 8.1

Positions of all 17 atoms, in Å:
C (-1.145, 0.794, 0.410)
C (-0.798, -0.210, -0.649)
C (-0.361, 2.005, 0.483)
C (0.632, -0.760, -0.579)
C (0.787, -1.691, 0.618)
P (1.943, 0.595, -0.355)
H (-2.247, 1.032, 0.435)
H (-1.073, 0.293, 1.464)
H (-1.548, -1.001, -0.435)
H (-0.954, 0.153, -1.627)
H (-0.303, 2.561, -0.392)
H (0.195, 2.208, 1.289)
H (0.713, -1.319, -1.498)
H (1.171, -1.223, 1.516)
H (1.316, -2.568, 0.327)
H (-0.219, -1.938, 0.760)
H (1.891, 1.070, -1.767)

=====

This record from the OMol25 dataset describes 2 unconnected molecules or ions with the total composition C5H11NO in a non-equilibrium geometry. The level of theory is ωB97M-V/def2-TZVPD.

Values from the calculation:
LUMO level, eV: 0.99
E_HOMO, hartree: -0.27497
Orbital gap, eV: 8.5
SMILES: C/C=C/N.CC=O

Positions of all 18 atoms, in Å:
C (2.506, 0.151, 1.572)
C (1.159, -0.479, 1.154)
C (0.628, -1.642, 1.712)
N (-0.598, -2.284, 1.454)
H (3.251, -0.565, 2.010)
H (2.985, 0.681, 0.684)
H (2.366, 0.979, 2.329)
H (0.612, 0.124, 0.385)
H (1.226, -2.044, 2.528)
H (-0.620, -3.317, 1.620)
H (-0.949, -2.073, 0.529)
C (-1.887, 2.136, -2.428)
C (-1.707, 0.651, -2.087)
O (-0.853, 0.267, -1.351)
H (-1.002, 2.606, -1.930)
H (-2.820, 2.557, -2.067)
H (-1.820, 2.360, -3.528)
H (-2.477, -0.109, -2.586)

=====

This record from the OMol25 dataset describes a single C3H5FN2 molecule in a non-equilibrium geometry. The level of theory is ωB97M-V/def2-TZVPD.

Values from the calculation:
LUMO level, eV: 0.56
E_HOMO, hartree: -0.34505
Orbital gap, eV: 10.0
SMILES: [H]/N=N/CC(=C)F

Positions of all 11 atoms, in Å:
H (-3.011, 0.405, -0.293)
N (-2.444, -0.436, -0.269)
N (-1.284, -0.184, -0.578)
C (-0.356, -1.241, -0.253)
C (1.040, -0.756, -0.059)
C (1.773, -0.872, 1.043)
F (1.615, -0.118, -1.126)
H (-0.334, -1.948, -1.157)
H (-0.537, -1.921, 0.628)
H (2.746, -0.311, 1.363)
H (1.249, -1.413, 1.863)

=====

This record from the OMol25 dataset describes 2 unconnected molecules or ions with the total composition C6H14N2O2 in a non-equilibrium geometry. The level of theory is ωB97M-V/def2-TZVPD.

Values from the calculation:
LUMO level, eV: 0.50
E_HOMO, hartree: -0.34501
Orbital gap, eV: 9.9
SMILES: CNC(C)=O.CNC(C)=O

Positions of all 24 atoms, in Å:
C (-2.011, 1.402, 0.315)
N (-0.598, 1.653, 0.497)
C (0.108, 1.213, 1.580)
C (1.595, 1.450, 1.504)
O (-0.340, 0.499, 2.454)
H (-2.330, 1.847, -0.625)
H (-2.242, 0.347, 0.418)
H (-2.618, 1.889, 1.082)
H (-0.154, 2.395, 0.000)
H (1.816, 2.289, 2.164)
H (2.066, 0.520, 1.794)
H (2.012, 1.753, 0.544)
C (0.968, -0.741, -2.566)
N (0.499, -0.856, -1.192)
C (0.355, -2.085, -0.583)
C (-0.652, -2.041, 0.540)
O (1.032, -3.039, -0.907)
H (1.896, -1.279, -2.665)
H (0.197, -1.129, -3.221)
H (1.169, 0.298, -2.812)
H (-0.182, -0.207, -0.841)
H (-0.309, -2.693, 1.346)
H (-0.669, -1.063, 0.990)
H (-1.609, -2.421, 0.184)

=====

This record from the OMol25 dataset describes a molecular structure, C4H8Br2O2S3 in a non-equilibrium geometry. The level of theory is ωB97M-V/def2-TZVPD.

Values from the calculation:
LUMO level (spin up / spin down), eV: -2.01 / -2.68
E_HOMO (spin up / spin down), hartree: -0.33192 / -0.32291
Orbital gap (spin up / spin down), eV: 7.0 / 6.1

Positions of all 19 atoms, in Å:
C (1.793, -1.368, 0.062)
C (-2.321, 1.448, -0.204)
C (0.479, -0.562, 0.452)
C (-1.102, 1.580, -1.041)
O (0.912, 0.188, -2.160)
O (-1.263, -0.911, -1.741)
S (-3.278, -0.029, -0.870)
S (2.732, 2.267, -0.167)
S (-0.193, 0.015, -1.226)
Br (-5.115, 0.796, -0.108)
Br (0.692, 2.962, -0.076)
H (1.435, -2.414, -0.325)
H (2.282, -0.870, -0.635)
H (2.382, -1.507, 1.021)
H (-2.055, 1.265, 0.934)
H (-2.799, 2.459, -0.265)
H (0.555, 0.400, 0.954)
H (-0.318, -1.291, 0.974)
H (-1.161, 1.965, -1.966)

=====

This record from the OMol25 dataset describes a molecular structure, C13H7Cl3O2SYb in a non-equilibrium geometry. The level of theory is ωB97M-V/def2-TZVPD.

Values from the calculation:
Spin multiplicity: 2
Total charge: +1
LUMO level (spin up / spin down), eV: -4.50 / -5.39
E_HOMO (spin up / spin down), hartree: -0.41660 / -0.41655
Orbital gap (spin up / spin down), eV: 6.8 / 5.9

Positions of all 27 atoms, in Å:
Yb (6.315, 9.993, 8.669)
Cl (5.803, 7.154, 8.642)
C (6.912, 7.694, 7.315)
C (6.451, 7.248, 6.068)
C (7.355, 7.397, 4.982)
C (8.519, 8.209, 5.057)
C (8.916, 8.775, 6.221)
Cl (10.347, 9.669, 6.333)
C (8.115, 8.506, 7.414)
S (8.783, 8.962, 8.969)
H (5.490, 6.782, 6.025)
H (7.019, 7.010, 4.041)
H (9.048, 8.374, 4.159)
Cl (5.600, 15.607, 13.363)
C (5.149, 14.123, 12.529)
C (5.044, 12.938, 13.285)
C (5.180, 11.727, 12.620)
C (5.503, 11.689, 11.244)
O (5.743, 10.517, 10.756)
C (5.551, 12.922, 10.484)
C (5.679, 12.977, 9.058)
O (5.533, 11.973, 8.322)
C (5.274, 14.118, 11.121)
H (4.966, 12.868, 14.451)
H (5.015, 10.795, 13.108)
H (5.872, 14.012, 8.651)
H (5.105, 15.064, 10.649)

=====

This record from the OMol25 dataset describes 11 unconnected molecules or ions with the total composition C7H36N14O11 in a non-equilibrium geometry. The level of theory is ωB97M-V/def2-TZVPD.

Values from the calculation:
LUMO level, eV: 0.09
E_HOMO, hartree: -0.35178
Orbital gap, eV: 9.7
SMILES: NC(N)=O.NC(N)=O.NC(N)=O.NC(N)=O.NC(N)=O.NC(N)=O.NC(N)=O.O.O.O.O

Positions of all 68 atoms, in Å:
N (4.006, -5.286, 4.644)
C (4.034, -4.619, 3.504)
N (3.022, -4.940, 2.753)
O (4.846, -3.882, 3.151)
H (4.899, -5.198, 5.107)
H (3.153, -5.688, 5.005)
H (2.330, -5.611, 3.055)
H (2.869, -4.393, 1.918)
N (2.492, -2.298, -7.113)
C (3.384, -1.821, -6.242)
N (3.407, -2.630, -5.224)
O (4.066, -0.791, -6.365)
H (1.887, -3.076, -6.892)
H (2.301, -1.752, -7.941)
H (2.847, -3.462, -5.105)
H (3.813, -2.225, -4.392)
N (-2.436, -4.327, -3.959)
C (-1.966, -5.434, -4.477)
N (-2.391, -5.581, -5.693)
O (-1.211, -6.191, -3.949)
H (-1.907, -3.931, -3.195)
H (-3.088, -3.765, -4.488)
H (-2.177, -6.465, -6.132)
H (-3.125, -4.983, -6.046)
N (-5.113, 5.553, 5.785)
C (-6.024, 5.867, 6.668)
N (-5.793, 5.191, 7.713)
O (-6.916, 6.656, 6.589)
H (-4.240, 5.066, 5.931)
H (-5.106, 5.994, 4.876)
H (-5.149, 4.424, 7.838)
H (-6.425, 5.408, 8.470)
N (-5.421, -2.668, 2.458)
C (-6.160, -1.715, 2.786)
N (-5.543, -0.852, 3.456)
O (-7.322, -1.539, 2.555)
H (-5.850, -3.525, 2.138)
H (-4.550, -2.814, 2.949)
H (-6.141, -0.056, 3.626)
H (-4.548, -0.701, 3.546)
N (1.805, 1.449, 1.805)
C (0.810, 1.010, 1.095)
N (-0.133, 1.855, 1.007)
O (0.810, -0.004, 0.450)
H (1.658, 2.204, 2.459)
H (2.648, 0.897, 1.864)
H (0.292, 2.736, 1.256)
H (-0.868, 1.846, 0.315)
N (9.878, -1.889, -1.654)
C (10.571, -0.822, -1.939)
N (11.585, -1.171, -2.655)
O (10.415, 0.358, -1.523)
H (10.057, -2.851, -1.903)
H (9.098, -1.702, -1.039)
H (12.367, -0.532, -2.648)
H (11.598, -2.169, -2.810)
O (-5.605, 6.270, -3.424)
H (-5.559, 5.335, -3.624)
H (-5.409, 6.703, -4.255)
O (2.033, 7.084, 2.299)
H (2.180, 7.544, 3.125)
H (2.862, 7.163, 1.828)
O (-3.403, 7.721, 1.110)
H (-3.716, 7.293, 0.313)
H (-2.455, 7.594, 1.094)
O (-5.788, 1.442, -3.715)
H (-5.771, 1.103, -4.610)
H (-6.716, 1.585, -3.530)

=====

Repeat the seventh record exactly.
This record from the OMol25 dataset describes a molecular structure, C13H7Cl3O2SYb in a non-equilibrium geometry. The level of theory is ωB97M-V/def2-TZVPD.

Values from the calculation:
Spin multiplicity: 2
Total charge: +1
LUMO level (spin up / spin down), eV: -4.50 / -5.39
E_HOMO (spin up / spin down), hartree: -0.41660 / -0.41655
Orbital gap (spin up / spin down), eV: 6.8 / 5.9

Positions of all 27 atoms, in Å:
Yb (6.315, 9.993, 8.669)
Cl (5.803, 7.154, 8.642)
C (6.912, 7.694, 7.315)
C (6.451, 7.248, 6.068)
C (7.355, 7.397, 4.982)
C (8.519, 8.209, 5.057)
C (8.916, 8.775, 6.221)
Cl (10.347, 9.669, 6.333)
C (8.115, 8.506, 7.414)
S (8.783, 8.962, 8.969)
H (5.490, 6.782, 6.025)
H (7.019, 7.010, 4.041)
H (9.048, 8.374, 4.159)
Cl (5.600, 15.607, 13.363)
C (5.149, 14.123, 12.529)
C (5.044, 12.938, 13.285)
C (5.180, 11.727, 12.620)
C (5.503, 11.689, 11.244)
O (5.743, 10.517, 10.756)
C (5.551, 12.922, 10.484)
C (5.679, 12.977, 9.058)
O (5.533, 11.973, 8.322)
C (5.274, 14.118, 11.121)
H (4.966, 12.868, 14.451)
H (5.015, 10.795, 13.108)
H (5.872, 14.012, 8.651)
H (5.105, 15.064, 10.649)

=====

Question: Which formula does entry 3 have?
Answer: C5H11NO